Density functional theory data (wB97M-V/def2-TZVPD) for a cluster of 4 separate species, C20H35F3O15P2S in total.

maximum force: 6.37 eV/Å
multiplicity: 1
HOMO-LUMO gap: 9.02 eV
SMILES: CCCCCCO[P@](=O)(OCOCCOCC)O[PH2]=S.O=C1OC[C@@H](F)O1.O=C1OC[C@@H](F)O1.O=C1OC[C@@H](F)O1
relative energy (zero: lowest compared OMol25 entry of this formula, charge and spin): 8.637 eV

Each line ends with the Löwdin charge.
Positions of all 76 atoms, in Å:
C 7.0249 2.8059 7.5730  -0.16
C 6.0837 2.8667 6.2045  -0.27
C 4.8612 1.7433 6.2174  -0.22
C 4.8274 0.7918 4.8822  -0.21
C 4.7565 1.6362 3.4540  -0.15
C 3.2888 1.4359 2.6846  -0.25
O 2.2693 2.4075 3.1079  -0.26
P 1.2285 2.8985 1.8026  0.75
O 2.0146 3.2463 0.4422  -0.37
O 0.4498 4.4197 2.2875  -0.19
C -0.0698 4.3196 3.6610  -0.25
O -1.1113 3.3001 3.8609  -0.17
C -2.4602 3.8086 3.5680  -0.15
C -3.6153 3.0979 4.5460  -0.17
O -3.6333 1.6182 4.4139  -0.22
C -4.7001 1.0309 5.2753  -0.24
C -5.9941 0.4886 4.3899  -0.11
O -0.0692 1.7995 1.4318  -0.49
P 0.5025 0.2612 0.8524  0.31
S -0.1879 -1.1149 2.0493  0.15
H 7.5985 1.7621 7.5179  0.08
H 6.3972 2.8511 8.5661  0.08
H 7.7940 3.6955 7.5302  0.07
H 5.6737 3.9744 6.1562  0.10
H 6.7815 2.7410 5.2549  0.11
H 3.8558 2.3598 6.3316  0.11
H 4.9485 1.0596 7.1854  0.11
H 5.8233 0.1481 4.8738  0.12
H 3.9164 0.0651 4.9958  0.11
H 5.5774 1.1492 2.7373  0.12
H 5.0449 2.7767 3.5812  0.12
H 2.9128 0.3622 3.0234  0.12
H 3.4876 1.3889 1.5327  0.10
H -0.4811 5.3904 3.9853  0.16
H 0.7874 4.0786 4.4563  0.15
H -2.6004 4.9615 3.7100  0.13
H -2.8226 3.5670 2.4581  0.15
H -4.6621 3.4777 4.1711  0.13
H -3.4507 3.3613 5.6796  0.13
H -4.3014 0.1039 5.8714  0.12
H -5.1173 1.8085 6.0577  0.12
H -5.8790 -0.6562 4.1256  0.08
H -7.0156 0.5916 4.9923  0.08
H -6.0272 1.0978 3.3857  0.08
H -0.1584 0.0384 -0.4401  -0.01
H 1.9186 0.1858 0.6015  -0.01
O -2.2197 1.1327 -6.5571  0.15
C -1.7967 1.0989 -5.4136  -0.49
O -1.8283 2.1612 -4.5522  0.08
C -1.3717 1.6776 -3.3049  -0.07
C -0.5653 0.4865 -3.6955  -0.33
F -0.6171 -0.4661 -2.7376  0.06
O -1.2282 0.0009 -4.8408  0.11
H -2.2323 1.4198 -2.6786  0.15
H -0.7743 2.4326 -2.7866  0.15
H 0.4778 0.7117 -3.9416  0.18
O -1.7108 -5.2399 -3.1331  0.14
C -1.5955 -4.5843 -4.1552  -0.50
O -1.9710 -3.2741 -4.2727  0.08
C -1.5536 -2.8526 -5.5557  -0.08
C -1.4684 -4.1375 -6.3063  -0.34
F -0.4965 -4.0844 -7.2445  0.09
O -1.0843 -5.0697 -5.3213  0.14
H -0.5868 -2.3447 -5.4741  0.14
H -2.2771 -2.1610 -5.9958  0.15
H -2.4119 -4.4532 -6.7642  0.14
O -3.0062 -4.5467 -8.6550  0.13
C -2.4394 -5.5337 -9.0937  -0.49
O -2.0193 -5.6649 -10.3890  0.08
C -1.3019 -6.8810 -10.4550  -0.07
C -1.8539 -7.6450 -9.3003  -0.33
F -0.9165 -8.4625 -8.7706  0.09
O -2.1543 -6.6430 -8.3555  0.14
H -0.2308 -6.6763 -10.3544  0.15
H -1.4744 -7.3866 -11.4089  0.15
H -2.7592 -8.2162 -9.5317  0.18

***

Density functional theory data (wB97M-V/def2-TZVPD) for a cluster of 5 separate species, C20H35INO4 in total.

maximum force: 5.35 eV/Å
net charge: +1
multiplicity: 1
HOMO-LUMO gap: 6.59 eV
relative energy (zero: lowest compared OMol25 entry of this formula, charge and spin): 0.867 eV

Each line ends with the Löwdin charge.
Positions of all 61 atoms, in Å:
C -4.8776 3.6348 -3.4062  -0.15
C -3.3846 3.1689 -2.9238  -0.77
I -2.1121 2.5170 -4.5654  0.78
C -3.4791 2.0751 -1.7101  -0.21
C -3.2635 2.9378 -0.3568  -0.10
C -4.4410 3.3643 0.5889  0.06
C -4.0415 4.2334 1.8177  0.01
N -2.6679 4.5977 2.0418  0.04
C -1.5501 4.2261 1.2011  0.03
C -1.7641 3.3590 -0.0748  0.07
H -5.6849 3.0328 -2.8400  0.08
H -5.0748 4.7401 -3.1221  0.09
H -4.9528 3.5083 -4.5364  0.06
H -2.9154 4.1295 -2.4799  0.07
H -4.5052 1.5818 -1.6355  0.11
H -2.7026 1.2442 -1.7982  0.10
H -5.5112 3.0633 0.3304  0.12
H -4.9126 4.5743 2.4911  0.14
H -2.4600 5.1812 2.8625  0.16
H -0.4720 4.5651 1.3994  0.13
H -0.9167 3.0379 -0.7795  0.14
C 1.1782 1.0467 2.7069  -0.03
C 1.5890 2.4445 2.3355  -0.48
O 1.1897 2.9727 1.3072  0.01
C 2.5114 3.1706 3.2781  -0.02
H 0.5162 0.6488 1.9395  0.06
H 2.0590 0.4061 2.7746  0.09
H 0.6435 1.0581 3.6598  0.09
H 3.4521 2.6243 3.3714  0.09
H 2.0362 3.2753 4.2558  0.09
H 2.7230 4.1671 2.8830  0.08
C -1.4705 -2.1807 -4.5747  -0.02
C -0.0006 -2.4414 -4.3800  -0.50
O 0.3971 -3.2100 -3.5240  0.04
C 0.9582 -1.7145 -5.2851  -0.02
H -2.0412 -2.7713 -3.8544  0.09
H -1.6855 -1.1223 -4.4083  0.06
H -1.7696 -2.4743 -5.5831  0.09
H 0.8508 -0.6357 -5.1508  0.08
H 0.7670 -1.9872 -6.3251  0.09
H 1.9817 -1.9989 -5.0313  0.09
C 1.5223 -3.4773 0.5779  -0.01
C 1.1597 -2.0306 0.3807  -0.46
O 0.9675 -1.2886 1.3311  0.02
C 1.0427 -1.5321 -1.0345  -0.02
H 1.5710 -3.6964 1.6456  0.06
H 0.7613 -4.1158 0.1240  0.10
H 2.4996 -3.6793 0.1346  0.09
H 0.2615 -2.0848 -1.5594  0.07
H 1.9984 -1.6478 -1.5496  0.09
H 0.7763 -0.4718 -1.0242  0.08
C 4.6767 -3.9028 3.2082  -0.02
C 3.8088 -5.1049 3.4723  -0.49
O 2.7934 -5.3051 2.8307  0.05
C 4.2453 -6.0492 4.5604  -0.02
H 4.2406 -3.3121 2.3993  0.07
H 4.7332 -3.2811 4.1044  0.09
H 5.6759 -4.2247 2.9072  0.09
H 4.2829 -5.5227 5.5165  0.09
H 5.2254 -6.4663 4.3194  0.09
H 3.5265 -6.8675 4.6393  0.09

***

Density functional theory data (wB97M-V/def2-TZVPD) for a structure of composition C20H35N2O2P2W.

⟨S²⟩: 3.765
maximum force: 4.85 eV/Å
multiplicity: 4
HOMO-LUMO gap (spin up / spin down): 5.56 / 6.07 eV
relative energy (zero: lowest compared OMol25 entry of this formula, charge and spin): 2.064 eV

Each line ends with the Mulliken spin population.
Positions of all 62 atoms, in Å:
W 0.5629 -1.6169 -0.1170  1.72
P -0.6476 -1.3449 -2.0418  0.15
P -0.4907 -0.6038 1.6436  -0.01
N 0.4867 -3.3092 0.2067  0.02
H -0.2520 1.8680 -0.7313  0.19
C 0.3658 -1.1333 -3.5266  0.02
H -0.3028 -0.9882 -4.3908  0.01
H 0.9497 -2.0446 -3.6910  -0.01
H 1.0464 -0.2789 -3.4408  -0.04
C -1.9970 -0.1067 -2.2468  0.04
H -2.1927 0.0060 -3.3329  0.00
H -1.6793 0.8602 -1.8254  -0.05
H -2.9147 -0.4578 -1.7335  0.00
C -1.5967 -2.8619 -2.4714  0.04
H -1.7645 -2.8408 -3.5673  0.00
H -2.5715 -2.8411 -1.9579  0.00
H -1.0450 -3.7699 -2.1938  -0.01
C 1.0049 0.1545 2.3040  0.12
H 0.8059 0.3572 3.3654  0.01
H 1.2337 1.0918 1.7905  -0.05
H 1.8676 -0.5149 2.2416  -0.05
C -1.7646 0.6942 1.6976  0.01
H -1.9631 0.9588 2.7509  0.00
H -2.6949 0.3242 1.2413  0.01
H -1.4055 1.5778 1.1532  0.00
C -1.0155 -1.7477 2.9828  0.01
H -0.8404 -1.2386 3.9490  0.00
H -0.4469 -2.6893 2.9580  0.00
H -2.0905 -1.9725 2.8683  0.00
C 0.1857 -4.5748 0.5105  0.01
C 0.9850 -6.7603 0.8804  -0.01
C 1.2639 -5.4691 0.5050  0.02
C -1.1443 -4.8848 0.8516  0.02
C -1.3869 -6.1849 1.2469  -0.01
C -0.3287 -7.1064 1.2453  0.02
H 1.7890 -7.4882 0.8971  0.00
H 2.2413 -5.0571 0.2254  0.00
H -1.9026 -4.0903 0.8222  0.00
H -2.3900 -6.4697 1.5576  0.00
H -0.5315 -8.1272 1.5516  0.00
C 0.3622 2.6352 -1.3535  0.45
O 0.3265 2.3574 -0.0293  0.22
C 1.4567 2.2973 -2.2609  0.06
H 1.8512 3.2466 -2.6702  0.02
H 1.1580 1.7313 -3.1534  0.01
H 2.2576 1.7485 -1.7720  -0.01
C -0.6864 3.5480 -1.8296  0.02
H -0.2662 4.5549 -1.7448  -0.01
H -1.5766 3.4649 -1.1819  0.01
H -0.9061 3.3090 -2.8761  0.01
O 2.7535 2.8058 0.9402  0.00
N 2.1460 3.9485 1.0744  0.01
C 1.3029 4.1760 2.1378  0.00
C 0.6582 5.3875 2.2860  0.01
C 0.8903 6.4151 1.3686  -0.01
C 1.7878 6.1986 0.3201  0.01
C 2.3984 4.9665 0.1873  0.00
H 1.1895 3.3509 2.8443  0.00
H -0.0238 5.4814 3.1309  0.00
H 0.3678 7.3653 1.4580  0.00
H 2.0323 6.9537 -0.4309  0.00
H 3.0919 4.7388 -0.6232  0.00

***

Which of these has the lowest maximum force?
C20H35N2O2P2W